Density functional theory data (ωB97M-V/def2-TZVPD) for a structure of composition C3H9NOS2 in a non-equilibrium geometry.

Structure (XYZ):
```
16
C3H9NOS2 ωB97M-V/def2-TZVPD
N -0.65 -0.30 1.38
C -0.08 0.08 0.08
C -1.17 0.55 -1.00
O -2.80 -0.18 0.51
C 0.87 -0.88 -0.57
S 2.37 -1.13 0.63
S 3.50 0.51 0.22
H -1.81 -0.27 1.19
H -0.39 0.40 2.09
H 0.36 1.15 0.04
H -1.11 -0.32 -1.64
H -1.36 1.51 -1.43
H -2.13 0.13 -0.14
H 0.58 -1.93 -0.55
H 1.30 -0.65 -1.54
H 2.53 1.33 0.73
```

Calculated values
E_HOMO: -8.69 eV
orbital gap: 5.77 eV
lowest unoccupied orbital energy: -2.9190 eV
relative energy (zero: lowest compared OMol25 entry of this formula, charge and spin): 181.0 kcal/mol

Density functional theory data (ωB97M-V/def2-TZVPD) for the molecule C3H9NOS2 in a non-equilibrium geometry.

Structure (XYZ):
```
16
C3H9NOS2 ωB97M-V/def2-TZVPD
N -0.39 -1.21 0.55
C -0.36 -0.11 -0.41
C -1.27 1.08 -0.10
O -2.65 0.78 -0.17
C 1.08 0.47 -0.40
S 2.30 -0.81 -0.75
S 3.37 -0.94 1.02
H 0.03 -2.01 0.09
H -1.31 -1.57 0.78
H -0.63 -0.40 -1.43
H -1.03 1.54 0.86
H -1.06 1.80 -0.90
H -2.76 -0.16 -0.33
H 1.15 1.07 0.51
H 1.18 1.22 -1.17
H 2.34 -0.76 1.85
```

Calculated values
E_HOMO: -8.44 eV
orbital gap: 8.91 eV
lowest unoccupied orbital energy: 0.4685 eV
relative energy (zero: lowest compared OMol25 entry of this formula, charge and spin): 23.8 kcal/mol

What did the first record say?
Density functional theory data (ωB97M-V/def2-TZVPD) for a structure of composition C3H9NOS2 in a non-equilibrium geometry.

Structure (XYZ):
```
16
C3H9NOS2 ωB97M-V/def2-TZVPD
N -0.65 -0.30 1.38
C -0.08 0.08 0.08
C -1.17 0.55 -1.00
O -2.80 -0.18 0.51
C 0.87 -0.88 -0.57
S 2.37 -1.13 0.63
S 3.50 0.51 0.22
H -1.81 -0.27 1.19
H -0.39 0.40 2.09
H 0.36 1.15 0.04
H -1.11 -0.32 -1.64
H -1.36 1.51 -1.43
H -2.13 0.13 -0.14
H 0.58 -1.93 -0.55
H 1.30 -0.65 -1.54
H 2.53 1.33 0.73
```

Calculated values
E_HOMO: -8.69 eV
orbital gap: 5.77 eV
lowest unoccupied orbital energy: -2.9190 eV
relative energy (zero: lowest compared OMol25 entry of this formula, charge and spin): 181.0 kcal/mol

Q: The lowest E_HOMO belongs to which entry?
A: number 1

Q: Look up the E_HOMO of the second one.
A: -8.44 eV

Q: The lowest lowest unoccupied orbital energy belongs to which entry?
A: number 1